[1]
Molecular formula: C11H25N5O7Ti
Method: DFT, wB97M-V/def2-TZVPD

Each line ends with the Mulliken charge.
Element x y z (Å)
O  0.1198  -1.1454  -3.5055  -0.697
H  -0.1661  -1.1651  -4.4313  0.223
Ti  0.1568  0.1442  -0.2816  -0.481
N  1.5186  -1.2402  -0.8912  0.978
N  -0.6290  -1.7728  0.3394  1.311
N  0.6777  2.0828  -0.3311  0.918
N  -1.2497  1.0553  0.9737  0.824
O  2.7326  -0.8891  -0.9770  -0.606
O  1.7975  2.5832  -0.9668  -0.606
O  -2.2432  0.4698  1.7043  -0.711
O  -1.5831  -1.9881  1.2194  -0.977
C  -0.0694  -2.8529  -0.2725  0.273
C  1.1351  -2.5563  -0.9479  0.352
C  0.0259  2.9398  0.4772  0.100
C  -1.0650  2.3736  1.1972  0.625
C  1.9806  -3.4565  -1.7445  -1.505
H  1.9508  -3.1417  -2.7981  0.248
H  1.6263  -4.4868  -1.6683  0.419
H  3.0132  -3.3875  -1.3834  0.291
C  -0.7099  -4.1884  -0.1936  -1.606
H  -1.6758  -4.1899  -0.7185  0.297
H  -0.8766  -4.5027  0.8439  0.307
H  -0.0755  -4.9395  -0.6759  0.400
C  0.5206  4.3219  0.6294  -1.648
C  -1.8661  3.1474  2.1777  -1.576
H  1.2124  4.5458  -0.1884  0.411
H  1.0586  4.4334  1.5829  0.298
H  -0.3144  5.0312  0.6192  0.386
H  -2.4679  2.5034  2.8234  0.388
H  -2.5317  3.8494  1.6580  0.331
H  -1.1998  3.7559  2.8012  0.359
H  1.8389  1.9219  -1.7403  0.480
H  -2.1174  -0.5375  1.5187  0.414
C  -1.1333  -0.0026  -1.8811  -1.175
H  -0.6855  -0.7366  -2.8616  0.363
H  -1.2677  0.9881  -2.3140  0.186
H  -2.0898  -0.4287  -1.5773  0.389
O  1.3527  0.8641  -2.8026  -0.685
H  0.9317  -0.0521  -3.1730  0.296
H  1.5194  1.4175  -3.6002  0.198
C  2.4240  -0.1248  3.6368  -1.192
C  1.2486  -0.4116  2.7579  0.771
N  0.2197  -1.0675  3.3103  -0.261
O  1.2569  -0.0547  1.5478  -0.506
H  2.2223  -0.4095  4.6751  0.428
H  2.6636  0.9402  3.5931  0.270
H  3.2876  -0.6936  3.2769  0.270
H  -0.5414  -1.4430  2.7303  0.231
H  0.2652  -1.3167  4.2839  0.197

Computed properties:
Kohn-Sham gap (spin up / spin down) = 4.81 / 5.17 eV
2S+1 = 3
LUMO level (spin up / spin down) = -0.974 / -1.080 eV
Energy above the lowest of the compared OMol25 structures with the same formula, charge and spin = 297.0 kJ/mol
Electronic energy = -56703.550 eV

---

[2]
Molecular formula: C22H45AlBr20FO
Method: DFT, wB97M-V/def2-TZVPD

Each line ends with the Mulliken charge.
Element x y z (Å)
O  3.4363  -5.7633  1.7136  -0.518
C  2.7292  -5.5336  0.8990  0.286
F  2.8985  -4.4004  0.2798  -0.173
C  1.6683  -6.2320  0.4048  -0.651
Al  -0.1842  -5.6035  1.0550  -0.210
H  1.7113  -6.1997  -0.6392  0.373
H  1.8020  -7.2208  0.7105  0.371
H  -1.1668  -5.6581  -0.2378  -0.232
H  -0.1790  -4.0737  1.6074  0.054
H  -0.8027  -6.6580  2.1292  -0.261
Br  1.3398  -1.6428  0.0675  0.016
C  3.0868  -1.2070  -0.6308  -0.690
C  2.9535  -0.5099  -1.9533  -0.651
Br  2.4497  -1.7410  -3.3763  -0.134
H  3.6393  -2.1381  -0.6890  0.389
H  3.5562  -0.5494  0.0954  0.408
H  3.9017  -0.0777  -2.2584  0.418
H  2.1895  0.2584  -1.9317  0.340
Br  -0.2847  -1.3825  3.5562  0.023
C  1.2580  -2.4764  3.9595  -0.418
C  1.8627  -2.0569  5.2655  -0.634
Br  2.8076  -0.3598  5.0588  -0.118
H  1.9365  -2.3688  3.1217  0.251
H  0.8992  -3.5014  3.9975  0.253
H  2.6009  -2.7793  5.6007  0.426
H  1.1218  -1.9083  6.0408  0.302
Br  -1.7556  -2.5373  -4.6007  -0.137
C  -2.3075  -1.2120  -3.2845  -0.087
C  -1.6636  -1.4424  -1.9450  -0.306
Br  -2.4618  -2.9215  -0.9692  -0.120
H  -3.3879  -1.2491  -3.2431  0.277
H  -1.9944  -0.2565  -3.7007  -0.028
H  -1.8055  -0.5690  -1.3127  0.377
H  -0.6082  -1.6615  -2.0247  -0.072
Br  -1.6526  -3.8576  6.9410  -0.148
C  -3.1921  -2.9488  6.1713  -0.448
C  -4.0490  -3.8765  5.3520  -0.584
Br  -3.2230  -4.2590  3.6454  -0.093
H  -2.8007  -2.1273  5.5827  0.198
H  -3.7483  -2.5608  7.0202  0.351
H  -4.9984  -3.3996  5.1241  0.316
H  -4.2285  -4.8247  5.8431  0.357
Br  -2.8437  1.6253  -5.4143  -0.108
C  -4.7139  2.0068  -5.8305  0.066
C  -5.6370  1.5213  -4.7442  -0.626
Br  -5.8732  -0.4054  -4.8368  -0.163
H  -4.9209  1.5560  -6.7925  0.444
H  -4.7625  3.0840  -5.9215  -0.335
H  -6.6338  1.9332  -4.8684  0.277
H  -5.2768  1.7530  -3.7496  0.423
Br  -5.7920  4.9684  -9.0742  -0.127
C  -6.3469  6.2955  -7.7674  -0.556
C  -5.8748  5.9415  -6.3864  -0.665
Br  -6.9331  4.5067  -5.6105  -0.093
H  -7.4247  6.3679  -7.8307  0.375
H  -5.8985  7.2292  -8.0918  0.347
H  -5.9969  6.7854  -5.7146  0.386
H  -4.8422  5.6141  -6.3688  0.390
Br  6.7733  3.2842  1.1023  -0.148
C  5.2871  4.4099  0.5443  -0.583
C  4.3026  4.6134  1.6599  -0.582
Br  3.1736  3.0619  1.9620  -0.086
H  4.8413  3.9430  -0.3249  0.355
H  5.7383  5.3553  0.2583  0.365
H  3.6165  5.4196  1.4155  0.347
H  4.7947  4.8290  2.6002  0.303
Br  0.5476  4.3241  4.5204  -0.137
C  -1.0451  3.4238  5.1825  -0.548
C  -1.2055  2.0211  4.6665  -0.490
Br  -1.9251  1.9660  2.8568  -0.130
H  -1.8940  4.0470  4.9317  0.399
H  -0.9099  3.4146  6.2599  0.347
H  -1.9509  1.5001  5.2600  0.327
H  -0.2826  1.4517  4.6694  0.203
Br  2.2399  -3.6742  -9.6663  -0.159
C  1.9143  -2.4289  -8.2038  -0.617
C  2.6554  -2.8152  -6.9557  -0.342
Br  1.8166  -4.3108  -6.0472  -0.122
H  0.8430  -2.3974  -8.0537  0.352
H  2.2604  -1.4662  -8.5672  0.361
H  2.6353  -1.9972  -6.2413  0.096
H  3.6810  -3.1003  -7.1511  0.378
Br  3.2636  2.3873  8.0715  -0.137
C  4.9973  3.0362  7.4808  -0.611
C  4.9134  3.7244  6.1472  -0.566
Br  4.7361  2.4623  4.6816  -0.094
H  5.6633  2.1829  7.4647  0.345
H  5.3182  3.7357  8.2468  0.365
H  5.8315  4.2695  5.9472  0.352
H  4.0692  4.3992  6.0836  0.350

Computed properties:
Kohn-Sham gap = 6.39 eV
LUMO level = 1.331 eV
Energy above the lowest of the compared OMol25 structures with the same formula, charge and spin = 22.5 kJ/mol
Net charge = -1
Electronic energy = -1435757.505 eV

---

[3]
Molecular formula: C3H6CaMgO4S
Method: DFT, wB97M-V/def2-TZVPD

Each line ends with the Mulliken charge.
Element x y z (Å)
Ca  -0.2124  1.2954  0.5492  1.898
S  2.4925  0.5188  -0.3738  0.112
O  1.8322  -0.9318  0.0420  -0.652
O  1.6347  1.6331  0.4600  -0.845
O  -0.8673  0.3802  -1.2123  -1.003
C  -2.2441  0.1430  -1.0460  -0.135
C  -2.5078  -1.1367  -0.2235  -0.298
O  -1.3703  -1.4887  0.5545  -0.460
C  -1.0657  -0.4752  1.6138  -1.205
Mg  0.1745  -1.3586  -0.7867  1.026
H  -2.7123  0.0145  -2.0363  0.324
H  -2.7346  1.0025  -0.5521  0.183
H  -2.6826  -1.9959  -0.8887  0.223
H  -3.3817  -1.0116  0.4337  0.333
H  -0.3094  -0.9946  2.2249  0.186
H  -1.9781  -0.4186  2.2303  0.313

Computed properties:
Kohn-Sham gap = 4.85 eV
LUMO level = -1.144 eV
Energy above the lowest of the compared OMol25 structures with the same formula, charge and spin = 0.0 kJ/mol
Electronic energy = -46116.251 eV

---

[4]
Molecular formula: C5H13N
Method: DFT, wB97M-V/def2-TZVPD

Each line ends with the Mulliken charge.
Element x y z (Å)
C  1.6802  -1.5922  -1.2115  -1.077
C  0.8923  -1.2589  0.0533  -0.339
N  -0.5090  -0.7201  -0.1247  -0.566
C  -0.5522  0.7094  0.1884  0.366
C  -0.4232  0.9207  1.7171  -1.191
C  -1.8184  1.4363  -0.3564  -1.277
H  2.7514  -1.2704  -1.1854  0.296
H  1.2216  -0.9576  -1.9845  0.350
H  1.7819  -2.6408  -1.4703  0.273
H  0.9280  -2.0887  0.7435  0.397
H  1.4807  -0.4633  0.5178  0.181
H  -0.4813  -0.8424  -1.1521  0.235
H  0.3103  1.2087  -0.3066  0.299
H  0.3381  0.3226  2.1842  0.389
H  -0.0724  1.9626  1.8650  0.313
H  -1.3969  0.6733  2.1527  0.320
H  -2.7281  1.1019  0.1425  0.343
H  -1.5930  2.4831  -0.4171  0.347
H  -1.8101  1.0159  -1.3560  0.342

Computed properties:
Kohn-Sham gap = 10.24 eV
LUMO level = 1.143 eV
Energy above the lowest of the compared OMol25 structures with the same formula, charge and spin = 116.4 kJ/mol
Structure (SMILES) = CCNC(C)C
Electronic energy = -6884.991 eV

---

[5]
Molecular formula: C15H33FN2O8P
Method: DFT, wB97M-V/def2-TZVPD

Each line ends with the Mulliken charge.
Element x y z (Å)
O  -1.2229  4.1069  8.0165  -0.482
P  -1.5444  5.3201  6.7608  0.323
O  -0.5074  4.7861  5.4248  -0.448
C  -3.3941  5.0116  6.3112  0.071
N  -4.3193  6.1278  6.7522  -0.129
C  -5.6823  5.5721  6.3083  -0.141
N  -5.5466  4.2023  5.6102  -0.068
C  -4.1091  3.7353  5.5715  0.277
F  -3.4641  2.5034  5.0616  -0.109
H  -2.0227  3.4708  8.0082  0.335
H  0.4263  4.9525  5.7869  0.346
H  -4.0956  7.0335  7.2431  0.329
H  -6.6949  6.1613  6.5093  0.366
H  -6.3561  3.6631  5.2132  0.315
C  -0.3603  -2.9638  -0.1618  -0.688
O  -0.1438  -1.6720  0.3856  -0.371
C  0.1029  -0.6912  -0.6215  -0.278
C  -0.2311  0.7067  -0.0981  -0.494
O  -1.6354  0.9948  -0.1129  -0.504
C  -2.4224  0.3153  0.8760  -0.438
C  -2.2080  0.8580  2.2911  -0.429
O  -0.9956  0.3451  2.8458  -0.290
C  -0.4974  1.1600  3.8928  -0.666
H  0.5248  -3.3035  -0.7035  0.232
H  -0.5637  -3.6557  0.6594  0.330
H  -1.2309  -2.9537  -0.8246  0.305
H  -0.4983  -0.8983  -1.5136  0.293
H  1.1657  -0.7437  -0.8790  0.384
H  0.2223  1.4387  -0.7751  0.414
H  0.1978  0.8883  0.8909  0.152
H  -2.2756  -0.7641  0.8217  0.130
H  -3.4649  0.5065  0.5966  0.412
H  -3.0299  0.5317  2.9375  0.387
H  -2.1831  1.9537  2.2615  0.319
H  -0.2881  2.1685  3.5272  0.299
H  0.4407  0.7236  4.2507  0.336
H  -1.2090  1.1964  4.7236  0.196
C  -0.0141  -3.1536  -4.3198  -0.667
O  1.2036  -2.5411  -4.7162  -0.349
C  1.7415  -1.6967  -3.6990  -0.056
C  3.2485  -1.5208  -3.8934  -0.512
O  4.0133  -2.6369  -3.4193  -0.492
C  3.9375  -3.8285  -4.2151  -0.344
C  4.7015  -3.7178  -5.5369  -0.583
O  3.9400  -2.9814  -6.4953  -0.249
C  4.7529  -2.4272  -7.5154  -0.785
H  -0.7763  -2.3974  -4.1211  0.287
H  -0.3552  -3.7991  -5.1331  0.295
H  0.1448  -3.7750  -3.4333  0.244
H  1.5503  -2.1216  -2.7074  -0.121
H  1.2439  -0.7250  -3.7804  0.512
H  3.5709  -0.6690  -3.2849  0.438
H  3.5038  -1.2796  -4.9286  0.165
H  2.9019  -4.1379  -4.3621  0.141
H  4.4175  -4.6086  -3.6133  0.397
H  4.8693  -4.7189  -5.9485  0.427
H  5.6682  -3.2319  -5.3597  0.352
H  5.4902  -1.7425  -7.0885  0.331
H  4.1104  -1.8584  -8.1953  0.233
H  5.2523  -3.2192  -8.0820  0.321

Computed properties:
Kohn-Sham gap = 4.82 eV
LUMO level = -5.381 eV
Net charge = +1
Electronic energy = -47440.464 eV

---

Max |F| values (in eV/A) by entry order: 3.38 12.44 4.69 2.76 9.24.